No. 1
# C4H6BrCl

A single C4H6BrCl molecule (ωB97M-V/def2-TZVPD, the Open Molecules 2025 dataset).

As for the SMILES: C=C(Br)CCCl. The value obtained for the strongest force on any atom is 4.8 eV/Å. Its total energy is -3190.1595 hartree. Its energy above the lowest of the compared OMol25 structures with the same formula, charge and spin is 129.3 kJ/mol. The HOMO energy is -0.3552 hartree. The value obtained for the LUMO energy is 0.77 eV.

Atoms and positions in Å:
C: -0.33435 1.91708 -0.13163
C: -0.16440 0.81316 -0.84513
Br: 0.49906 0.80125 -2.64463
C: -0.32238 -0.59303 -0.05838
C: 1.07819 -1.13954 0.23459
Cl: 2.02709 -0.12413 1.41816
H: -0.49601 2.78431 -0.69041
H: -0.91990 1.98967 0.76790
H: -0.81026 -0.50265 0.87923
H: -0.96087 -1.20792 -0.56764
H: 1.61035 -1.20836 -0.65308
H: 0.83369 -1.96472 0.81665

Mulliken atomic charge list, values in e, 5 entries: -0.77 0.24 -0.12 -0.90 -0.42

No. 2
# CHN3O3S

2 unconnected molecules or ions with the total composition CHN3O3S (ωB97M-V/def2-TZVPD, the Open Molecules 2025 dataset).

As for the SMILES: O=N[N+](=O)[O-].N=C=S. The value obtained for the strongest force on any atom is 5.1 eV/Å. Its total energy is -826.6577 hartree. Its energy above the lowest of the compared OMol25 structures with the same formula, charge and spin is 678.7 kJ/mol. The HOMO energy is -0.3547 hartree. The value obtained for the LUMO energy is -2.13 eV.

Atoms and positions in Å:
O: 1.36905 0.79220 1.01964
N: 2.28333 0.19111 0.51390
N: 1.63472 -0.89858 -0.28747
O: 0.48712 -1.11761 -0.13454
O: 2.39188 -1.41639 -1.02747
N: -2.62319 0.12286 0.08002
C: -1.73457 0.85794 -0.25580
S: -0.76335 2.06502 -0.43961
H: -3.04497 -0.59654 0.53133

Mulliken atomic charge list, values in e, 5 entries: -0.16 0.10 1.06 -0.49 -0.55

No. 3
# C26H79N5O11

A molecular structure, C26H79N5O11 (ωB97M-V/def2-TZVPD, the Open Molecules 2025 dataset).

The value obtained for the strongest force on any atom is 8.5 eV/Å. Its total energy is -2138.4811 hartree. Its energy above the lowest of the compared OMol25 structures with the same formula, charge and spin is 2035.8 kJ/mol. The HOMO energy is -0.2598 hartree. The value obtained for the LUMO energy is 0.32 eV.

Atoms and positions in Å:
C: -3.68762 -2.82867 2.43579
C: -3.23260 -2.34095 1.01161
C: -2.64854 -3.63867 0.22682
O: -2.10496 -3.35581 -1.04089
C: -0.77769 -2.88180 -1.07556
N: -4.42509 -1.84016 0.35692
H: -2.88544 -3.36254 2.94530
H: -4.47770 -3.56281 2.27795
H: -4.03119 -2.05181 3.11884
H: -2.46222 -1.57990 1.13573
H: -3.48464 -4.33363 0.30478
H: -1.90430 -4.11838 0.86249
H: -0.47664 -2.79468 -2.11954
H: -0.01392 -3.45794 -0.55325
H: -0.62216 -1.94066 -0.54813
H: -4.54927 -0.85528 0.54318
H: -4.26254 -2.01456 -0.62454
C: 2.11532 -1.68316 -0.13233
C: 1.82132 -0.16574 -0.10970
C: 0.27268 0.20896 -0.07949
O: 0.02995 1.60490 -0.11609
C: -1.27001 2.11790 0.03083
N: 2.57439 0.38643 0.98922
H: 1.74595 -2.13554 -1.05267
H: 1.74244 -2.03888 0.82814
H: 3.18482 -1.89138 -0.10206
H: 2.17950 0.35289 -0.99899
H: -0.17417 -0.12719 0.85616
H: -0.29008 -0.13463 -0.94745
H: -1.91957 1.93786 -0.82578
H: -1.18179 3.19700 0.15672
H: -1.56409 1.81233 1.03494
H: 2.88008 1.30011 0.68615
H: 1.85389 0.56122 1.67510
C: 5.27772 -4.90765 3.81663
C: 3.98449 -4.46233 4.40379
C: 2.66940 -4.64501 3.56983
O: 2.72843 -3.59567 2.59448
C: 1.76024 -3.72814 1.58365
N: 3.94380 -5.02789 5.74008
H: 6.06992 -4.82226 4.56043
H: 5.71266 -4.33547 2.99716
H: 5.33643 -5.96148 3.54438
H: 4.02271 -3.37549 4.47728
H: 1.75790 -4.48402 4.14546
H: 2.71650 -5.60684 3.05919
H: 2.00056 -4.50497 0.85778
H: 1.75617 -2.74731 1.10819
H: 0.73994 -3.93121 1.90897
H: 4.87314 -4.90936 6.11742
H: 3.84728 -6.00398 5.49918
C: -2.83121 5.17782 -6.20813
C: -2.60059 3.67462 -6.06248
C: -3.09647 3.08184 -4.75248
O: -2.26566 3.36730 -3.66390
C: -2.36861 2.55987 -2.43922
N: -3.13448 2.84099 -7.14194
H: -2.46059 5.68087 -5.31500
H: -3.81534 5.64604 -6.22696
H: -2.26693 5.46162 -7.09647
H: -1.53293 3.52264 -6.22089
H: -3.34616 2.02085 -4.76152
H: -4.02372 3.60008 -4.50805
H: -3.29179 1.98553 -2.36224
H: -2.39747 3.25256 -1.59812
H: -1.53124 1.87678 -2.29672
H: -2.87323 1.87144 -7.03322
H: -4.13361 2.91862 -7.26770
C: 3.68495 3.88974 -0.33024
C: 2.28524 3.27198 -0.53566
C: 2.00318 2.62267 -1.92779
O: 0.66920 2.22585 -2.25269
C: 0.50381 1.20826 -3.23673
N: 1.92576 2.44359 0.61910
H: 4.11379 4.21889 -1.27674
H: 4.25668 3.04671 0.05771
H: 3.72878 4.64748 0.45208
H: 1.70465 4.18504 -0.40400
H: 2.71810 1.80470 -1.83900
H: 2.31708 3.30934 -2.71395
H: 1.15958 0.39193 -2.93393
H: 0.77073 1.70770 -4.16807
H: -0.44414 0.67941 -3.33578
H: 0.99715 2.11032 0.40297
H: 1.70227 3.11331 1.34133
C: 2.13054 2.21998 2.85964
O: 1.47273 1.02705 3.20440
H: 1.34819 2.96577 2.71893
H: 2.79041 2.59371 3.64260
H: 2.73915 2.05026 1.97145
H: 2.16050 0.46362 3.56650
C: -3.35658 0.62367 1.56079
O: -3.95672 1.46225 2.52975
H: -3.83760 -0.35281 1.61738
H: -3.49393 1.15164 0.61713
H: -2.29568 0.64959 1.80965
H: -3.75772 1.34785 3.46191
C: -1.62130 -0.16388 -2.86914
O: -2.79718 -0.90696 -2.72530
H: -1.73037 0.31317 -3.84311
H: -1.60766 0.72470 -2.23799
H: -0.73296 -0.78823 -2.96462
H: -3.11738 -1.18932 -3.58515
C: -0.83427 -1.56438 2.68102
O: -1.50546 -1.25302 3.86606
H: 0.22674 -1.33889 2.78829
H: -1.13088 -2.47512 2.16074
H: -1.29808 -0.87389 1.97660
H: -1.18945 -1.93122 4.46754
C: 4.31062 -1.50223 -1.68887
O: 3.25664 -2.08714 -2.50930
H: 5.32668 -1.48056 -2.08291
H: 3.93725 -0.49450 -1.50672
H: 4.31538 -1.98694 -0.71259
H: 2.86458 -2.67728 -1.86150
C: -2.28843 3.53327 2.72448
O: -0.91109 3.91051 3.17921
H: -3.06625 3.18892 3.40603
H: -2.65716 4.31773 2.06360
H: -2.32710 2.71518 2.00522
H: -0.64433 3.09543 3.61059

Mulliken atomic charge list, values in e, 5 entries: -1.38 2.97 -1.13 -0.37 -0.90

No. 4
# H4O2

2 unconnected molecules or ions with the total composition H4O2 (ωB97M-V/def2-TZVPD, the Open Molecules 2025 dataset).

As for the SMILES: O.O. The value obtained for the strongest force on any atom is 2.0 eV/Å. Its total energy is -152.8697 hartree. Its energy above the lowest of the compared OMol25 structures with the same formula, charge and spin is 13.8 kJ/mol. The HOMO energy is -0.3972 hartree. The value obtained for the LUMO energy is 0.55 eV.

Atoms and positions in Å:
O: 1.03498 0.00956 -0.10633
H: 1.60318 -0.79820 -0.18560
H: 1.46094 0.49366 0.59046
O: -1.71988 -0.11202 0.00876
H: -1.56522 0.74385 -0.46513
H: -0.81399 -0.33685 0.15784

Mulliken atomic charge list, values in e, 5 entries: -0.70 0.33 0.32 -0.66 0.30

No. 5
# C3H14N2O2

3 unconnected molecules or ions with the total composition C3H14N2O2 (ωB97M-V/def2-TZVPD, the Open Molecules 2025 dataset).

As for the SMILES: CCNCN.O.O. The value obtained for the strongest force on any atom is 3.0 eV/Å. Its total energy is -382.6590 hartree. Its energy above the lowest of the compared OMol25 structures with the same formula, charge and spin is 107.0 kJ/mol. The HOMO energy is -0.3304 hartree. The value obtained for the LUMO energy is 0.69 eV.

Atoms and positions in Å:
C: 2.23969 1.88174 -1.24289
C: 1.78807 0.66783 -0.38958
N: 0.39214 0.36236 -0.64618
C: -0.16769 -0.79108 0.07865
N: -1.29243 -1.39473 -0.51623
H: 1.94118 1.55979 -2.26035
H: 3.30785 2.09663 -1.28971
H: 1.75323 2.82382 -0.93219
H: 2.49658 -0.15899 -0.55439
H: 1.77698 1.08631 0.61814
H: 0.29157 0.08575 -1.62469
H: -0.44183 -0.44376 1.09507
H: 0.65073 -1.48621 0.32316
H: -2.16756 -0.91239 -0.42502
H: -1.40741 -2.38992 -0.46945
O: -2.20065 -3.09502 2.64662
H: -1.86622 -3.95732 2.91880
H: -3.14903 -3.30369 2.56510
O: -1.33245 2.56775 0.42919
H: -0.62328 2.11622 -0.06354
H: -1.98947 2.68493 -0.26051

Mulliken atomic charge list, values in e, 5 entries: -1.09 -0.45 -0.31 -0.43 -0.54

No. 6
# C5H12N2O

2 unconnected molecules or ions with the total composition C5H12N2O (ωB97M-V/def2-TZVPD, the Open Molecules 2025 dataset).

As for the SMILES: C/N=C\N.CCC=O. The value obtained for the strongest force on any atom is 0.9 eV/Å. Its total energy is -382.4175 hartree. Its energy above the lowest of the compared OMol25 structures with the same formula, charge and spin is 223.2 kJ/mol. The HOMO energy is -0.3570 hartree. The value obtained for the LUMO energy is 0.86 eV.

Atoms and positions in Å:
C: 1.02101 1.69674 -2.20142
N: 0.02285 2.00622 -1.17792
C: 0.41862 2.20881 -0.01051
N: 1.77630 2.12771 0.45582
H: 1.20629 2.57511 -2.81266
H: 0.60420 0.91532 -2.83388
H: 1.94214 1.33839 -1.74049
H: -0.31946 2.45697 0.75188
H: 2.05307 3.00644 0.87132
H: 1.84615 1.42603 1.19304
C: -1.08318 -2.46477 -0.98901
C: -0.45503 -1.71911 0.18440
C: -1.23812 -1.82216 1.46873
O: -0.73546 -1.95136 2.54779
H: -1.14718 -3.53649 -0.80300
H: -0.51909 -2.31000 -1.90574
H: -2.09455 -2.09036 -1.15821
H: 0.56612 -2.03352 0.40049
H: -0.42465 -0.64964 -0.05569
H: -2.33813 -1.74584 1.37554

Mulliken atomic charge list, values in e, 5 entries: -0.77 -0.40 0.03 -0.60 0.30